No. 1
Molecular formula: C5H15NOS
Method: DFT, ωB97M-V/def2-TZVPD

Its spin multiplicity is 1. The SMILES is CN(C)CCCS.O. For the total energy, the calculation gives -727.612705 hartree. The orbital gap is 0.343 hartree. The calculation puts the HOMO energy at -8.67 eV. The value obtained for the LUMO energy is 0.67 eV. The energy above the lowest of the compared OMol25 structures with the same formula, charge and spin is 45.81 kcal/mol.

Each line ends with the Löwdin charge.
Atoms and positions in Å:
C -1.80943 0.73277 0.36836  -0.08
N -0.52559 -0.05319 0.28013  -0.30
C -0.77247 -1.12139 -0.78044  -0.05
C -0.10551 -0.49430 1.59895  -0.26
C 1.39169 -0.86128 1.62747  -0.22
C 2.21366 -0.30513 0.44187  -0.51
S 2.17439 1.54864 0.14680  0.67
H -2.35576 0.58830 -0.55345  0.06
H -1.47499 1.76325 0.52156  0.07
H -2.41854 0.48084 1.25484  0.08
H 0.08243 -1.04974 -1.41953  0.05
H -1.72584 -1.02016 -1.29170  0.07
H -0.68694 -2.09541 -0.19083  0.11
H -0.60472 -1.30327 2.01731  0.08
H -0.34682 0.23817 2.43567  0.14
H 1.37565 -1.97616 1.54903  0.11
H 1.89640 -0.48182 2.50969  0.10
H 1.73884 -0.62482 -0.48536  0.02
H 3.29334 -0.56133 0.36308  0.07
H 0.88134 1.67348 0.24461  -0.22
O -0.94793 1.46877 -3.83653  -0.09
H -0.81579 1.11492 -2.93066  0.02
H -0.45740 2.33885 -3.87086  0.07

***

No. 2
Molecular formula: C37H44F8N5PS2SeTc
Method: DFT, ωB97M-V/def2-TZVPD

Its spin multiplicity is 2. The charge is -2. For the total energy, the calculation gives -6129.015853 hartree. The orbital gap (spin up / spin down) is 0.169 / 0.189 hartree. The calculation puts the HOMO energy (spin up / spin down) at -0.58 / -1.13 eV. The value obtained for the LUMO energy (spin up / spin down) is 4.03 / 4.03 eV. The energy above the lowest of the compared OMol25 structures with the same formula, charge and spin is 14.77 kcal/mol.

Each line ends with the Löwdin spin population.
Atoms and positions in Å:
Tc -1.11122 0.14489 0.89742  -0.24
F -4.23628 1.79662 6.45972  0.00
C -4.19978 1.69868 5.10572  0.00
F -4.31117 2.96885 4.64582  0.00
F -5.34041 1.06872 4.75691  0.00
C -2.96099 1.01434 4.63457  0.00
C -1.99528 0.64902 5.56461  -0.02
C -0.84769 0.01728 5.10029  0.00
C -0.69588 -0.20501 3.75469  -0.01
N -1.60959 0.16203 2.81919  -0.02
C -2.74766 0.76151 3.27285  -0.02
S -3.88468 1.19270 2.03389  0.05
H -2.15713 0.84117 6.61434  0.00
H -0.06285 -0.28384 5.77893  0.00
H 0.19447 -0.68435 3.36828  0.00
N -0.97151 2.38219 1.18470  0.00
H -1.20375 2.95563 0.38327  0.00
H 0.01912 2.51785 1.38931  0.00
H -1.49479 2.73077 1.98184  0.00
F 8.01187 1.45540 3.80018  0.00
C 6.69207 1.60694 3.57963  0.00
C 5.77409 0.81295 4.24156  0.00
F 6.21452 -0.11430 5.10821  0.00
C 4.42087 0.98369 4.01986  0.00
F 3.58228 0.19499 4.69930  0.00
C 3.91644 1.94036 3.13083  0.00
Se 2.09308 2.17539 2.85065  0.00
C 4.88072 2.71413 2.47302  0.00
F 4.50232 3.64701 1.59200  0.00
C 6.23612 2.56381 2.69270  0.00
F 7.12490 3.34531 2.05397  0.00
N -0.72879 -6.88877 1.85099  0.06
C 0.19699 -6.03137 1.23318  0.20
S 1.62109 -6.72767 0.63272  0.20
C -0.15009 -4.67053 1.11827  0.11
C -1.43902 -4.15947 1.46031  0.07
C -1.73631 -2.83504 1.32095  0.01
N -0.85719 -1.89684 0.88193  0.15
C 0.39883 -2.36552 0.60858  0.02
C 0.77149 -3.67399 0.68050  0.08
H -0.30446 -7.77806 2.06052  0.01
H -1.19304 -6.48480 2.65469  0.01
H -2.21321 -4.83323 1.80496  0.01
H -2.72582 -2.46151 1.55839  0.00
H 1.10747 -1.60475 0.31739  0.00
H 1.77988 -3.97311 0.43234  0.01
C 0.47846 -0.42749 -4.90726  0.00
C 0.16984 -0.69292 -3.43528  0.00
C 0.79199 -2.02507 -2.99652  0.00
C -1.34025 -0.86898 -3.26203  0.00
P 0.68594 0.61831 -2.11024  0.00
N -0.04914 0.40616 -0.78266  0.01
C 0.28695 2.36775 -2.84499  0.00
C 1.05958 2.82190 -4.08450  0.00
C -1.21328 2.32764 -3.16168  0.00
C 0.50077 3.39077 -1.70903  0.00
C 2.59092 0.55512 -1.94454  0.00
C 3.11014 1.85463 -1.31808  0.00
C 3.31453 0.32178 -3.27434  0.00
C 2.95858 -0.55263 -0.95136  0.00
H 0.13359 -1.28684 -5.49322  0.00
H 1.54300 -0.29857 -5.10480  0.00
H -0.05739 0.44816 -5.27531  0.00
H 0.35049 -2.83945 -3.57918  0.00
H 0.56489 -2.20862 -1.94533  0.00
H 1.87045 -2.06605 -3.14406  0.00
H -1.64142 -1.86637 -3.59662  0.00
H -1.93070 -0.14588 -3.82175  0.00
H -1.58951 -0.77287 -2.20796  0.00
H 0.94609 2.13302 -4.92100  0.00
H 2.12378 2.93583 -3.87648  0.00
H 0.67980 3.80026 -4.40199  0.00
H -1.41240 1.79573 -4.09230  0.00
H -1.60347 3.34429 -3.27615  0.00
H -1.75672 1.83389 -2.35130  0.00
H 1.40554 3.98098 -1.85286  0.00
H 0.57754 2.88546 -0.74758  0.00
H -0.33790 4.09205 -1.66209  0.00
H 3.04774 2.70536 -1.99580  0.00
H 4.16393 1.71992 -1.05418  0.00
H 2.57283 2.09111 -0.39822  0.00
H 2.97245 1.00198 -4.05450  0.00
H 3.18586 -0.70071 -3.62781  0.00
H 4.38756 0.48611 -3.13133  0.00
H 2.58290 -0.29105 0.03846  0.00
H 4.04931 -0.62696 -0.88859  0.00
H 2.56552 -1.52827 -1.22679  0.00
C -3.13272 0.26571 0.68214  0.19
C -4.12075 -0.13876 -0.28490  0.03
C -5.31854 0.57183 -0.53532  0.03
C -6.26894 0.10547 -1.42369  0.00
C -6.07507 -1.08450 -2.11437  0.04
C -4.90597 -1.80504 -1.88382  0.00
C -3.95783 -1.35078 -0.99171  0.03
H -5.48900 1.50572 -0.01246  0.00
H -7.17352 0.68129 -1.58972  0.00
H -6.82765 -1.45321 -2.80070  0.00
H -4.74557 -2.74039 -2.40921  0.00
H -3.08329 -1.94690 -0.76901  0.00

***

Which formula does entry 2 have? C37H44F8N5PS2SeTc

***

Please write out number 1 again, unchanged.
Molecular formula: C5H15NOS
Method: DFT, ωB97M-V/def2-TZVPD

Its spin multiplicity is 1. The SMILES is CN(C)CCCS.O. For the total energy, the calculation gives -727.612705 hartree. The orbital gap is 0.343 hartree. The calculation puts the HOMO energy at -8.67 eV. The value obtained for the LUMO energy is 0.67 eV. The energy above the lowest of the compared OMol25 structures with the same formula, charge and spin is 45.81 kcal/mol.

Each line ends with the Löwdin charge.
Atoms and positions in Å:
C -1.80943 0.73277 0.36836  -0.08
N -0.52559 -0.05319 0.28013  -0.30
C -0.77247 -1.12139 -0.78044  -0.05
C -0.10551 -0.49430 1.59895  -0.26
C 1.39169 -0.86128 1.62747  -0.22
C 2.21366 -0.30513 0.44187  -0.51
S 2.17439 1.54864 0.14680  0.67
H -2.35576 0.58830 -0.55345  0.06
H -1.47499 1.76325 0.52156  0.07
H -2.41854 0.48084 1.25484  0.08
H 0.08243 -1.04974 -1.41953  0.05
H -1.72584 -1.02016 -1.29170  0.07
H -0.68694 -2.09541 -0.19083  0.11
H -0.60472 -1.30327 2.01731  0.08
H -0.34682 0.23817 2.43567  0.14
H 1.37565 -1.97616 1.54903  0.11
H 1.89640 -0.48182 2.50969  0.10
H 1.73884 -0.62482 -0.48536  0.02
H 3.29334 -0.56133 0.36308  0.07
H 0.88134 1.67348 0.24461  -0.22
O -0.94793 1.46877 -3.83653  -0.09
H -0.81579 1.11492 -2.93066  0.02
H -0.45740 2.33885 -3.87086  0.07

***

Number 1 is which compound? C5H15NOS

***

What is the formula in the second record? C37H44F8N5PS2SeTc